# 1
ORCA calculation (ωB97M-V/def2-TZVPD) on a molecular structure, C8H26N2O6Sr at a distorted geometry.

Structure (XYZ):
```
43
Properties=species:S:1:pos:R:3
Sr -15.24300 1.01796 9.69615
O -14.32406 0.01065 7.57433
H -13.73989 0.32546 6.85727
O -12.84977 0.57414 10.07617
H -12.11238 1.21104 10.14789
O -15.31535 -1.56578 10.01445
H -15.91184 -2.24437 9.64264
O -16.50856 1.57927 11.73515
H -16.57446 1.79521 12.68570
C -19.66546 -1.02468 8.98442
C -19.05119 -0.11769 10.12134
C -19.29462 -0.70465 11.49450
O -20.64332 -0.66651 11.95316
C -20.61005 -0.90990 13.30867
N -17.64302 0.11735 9.86293
H -19.83819 -0.51953 8.03411
H -20.62852 -1.49680 9.17867
H -18.96634 -1.85103 8.85606
H -19.35856 0.92177 10.00669
H -18.63104 -0.30813 12.26297
H -18.87723 -1.70837 11.41436
H -21.62387 -0.70055 13.64989
H -19.92031 -0.36209 13.95076
H -20.43839 -1.93400 13.64010
H -17.46398 0.62722 10.71619
H -17.12476 -0.74027 9.98946
C -13.47348 4.70719 8.80250
C -14.61997 4.44462 9.62356
C -15.94643 4.10364 8.86377
O -15.74519 2.90673 8.12689
C -16.98466 2.59891 7.46760
N -14.39976 3.37207 10.57477
H -13.15730 3.93456 8.10167
H -12.51224 4.99360 9.22921
H -13.65684 5.59316 8.19459
H -14.84277 5.27392 10.29494
H -15.97865 4.96423 8.19561
H -16.78557 4.04836 9.55722
H -17.44048 3.39364 6.87705
H -17.72946 2.42284 8.24373
H -16.84145 1.79564 6.74486
H -13.58989 3.73927 11.05370
H -15.01330 3.21646 11.36181
```

Summary:
* charge: -2
* maximum force: 0.0956 hartree/bohr
* 2S+1: 1
* LUMO: 4.815 eV
* frontier orbital gap: 0.1513 hartree
* highest occupied orbital energy: 0.0256 Eh

=====

# 2
ORCA calculation (ωB97M-V/def2-TZVPD) on 8 unconnected molecules or ions with the total composition C8H26N6O14 at a distorted geometry.

Structure (XYZ):
```
54
Properties=species:S:1:pos:R:3
C 4.12669 1.05538 -1.76076
N 4.78044 -0.01406 -2.56985
O 4.01580 -0.75265 -3.19274
O 6.00040 -0.10285 -2.59539
H 3.68529 0.62558 -0.86158
H 3.36989 1.51687 -2.39510
H 4.86124 1.84743 -1.61516
C -0.56405 -1.23630 4.25523
N 0.10622 -0.29458 3.31233
O 1.06918 -0.69918 2.72107
O -0.37283 0.82750 3.15786
H -0.21426 -1.02502 5.26573
H -0.34213 -2.26070 3.95615
H -1.64322 -1.09525 4.19512
C -4.02050 -2.52228 -0.01022
N -2.54069 -2.33737 0.15208
O -1.77358 -2.53316 -0.79557
O -2.15925 -2.02718 1.26448
H -4.36375 -1.71439 -0.65643
H -4.43120 -2.57488 0.99808
H -4.17054 -3.52607 -0.40770
C -2.34925 0.10530 -3.46119
N -2.54381 -0.27824 -4.89351
O -1.57950 -0.70101 -5.50179
O -3.66716 -0.17004 -5.31196
H -1.72124 0.99617 -3.46818
H -1.87680 -0.73226 -2.94798
H -3.32557 0.30071 -3.01766
C -2.34260 2.22295 0.27230
N -2.03632 3.31458 1.23179
O -2.95217 3.73203 1.95374
O -0.89855 3.70561 1.21350
H -3.37272 2.15662 -0.07778
H -2.05508 1.34247 0.84692
H -1.61037 2.29634 -0.53179
C 2.06514 3.25671 2.59214
N 3.04423 2.69721 1.62783
O 4.19060 2.44467 1.99221
O 2.65116 2.39399 0.51801
H 1.05918 2.84117 2.53313
H 1.96501 4.33151 2.44090
H 2.40294 3.15071 3.62303
C 1.08472 -3.61932 0.30563
O 1.66730 -4.67894 -0.46776
H 1.78246 -3.00695 0.87683
H 0.67123 -2.93072 -0.43122
H 0.33431 -4.00806 0.99401
H 0.94051 -5.15303 -0.87838
C 0.44610 0.09143 -0.74790
O 0.53327 1.38109 -1.27797
H -0.43222 -0.06364 -0.12132
H 0.55291 -0.58259 -1.59784
H 1.30681 -0.05474 -0.09528
H 0.64610 2.06162 -0.61032
```

Summary:
* maximum force: 0.0452 hartree/bohr
* 2S+1: 1
* LUMO: -0.799 eV
* structure (SMILES): C[N+](=O)[O-].C[N+](=O)[O-].C[N+](=O)[O-].C[N+](=O)[O-].C[N+](=O)[O-].C[N+](=O)[O-].CO.CO
* frontier orbital gap: 0.3444 hartree
* highest occupied orbital energy: -0.3737 Eh

=====

# 3
ORCA calculation (ωB97M-V/def2-TZVPD) on a molecular structure, C8H27AgBrN9O5 at a distorted geometry.

Structure (XYZ):
```
51
Properties=species:S:1:pos:R:3
Ag 2.97735 -0.46121 2.33820
Br 1.08882 0.67079 0.56028
C -2.35753 -1.75416 0.28337
C -1.49425 -2.82749 0.93669
C -2.04528 -4.25703 0.70140
O -3.19320 -4.59515 1.47563
C -3.69659 -5.90153 1.23662
N -0.21184 -2.74952 0.37822
H -1.96885 -0.76633 0.53079
H -3.28410 -1.60308 0.83722
H -2.30851 -1.72168 -0.80504
H -1.43158 -2.71941 2.01951
H -1.31949 -5.06581 0.78629
H -2.32351 -4.27908 -0.35226
H -3.07526 -6.74611 1.53449
H -4.08165 -6.01845 0.22363
H -4.63654 -5.85733 1.78675
H 0.14785 -1.88402 0.75456
H -0.27812 -2.70052 -0.62841
C 1.97363 -0.22029 -3.54380
O 2.49434 -0.79654 -4.48419
N 1.45673 -0.89677 -2.55458
N 1.82015 1.07011 -3.47392
H 1.39496 -0.32270 -1.72589
H 1.59055 -1.88705 -2.40783
H 1.33591 1.26796 -2.60995
H 2.03070 1.60549 -4.30406
C -2.12630 1.42731 -2.80882
O -2.93485 2.23843 -3.15892
N -1.51413 0.57101 -3.54048
N -1.95852 1.13604 -1.55724
H -1.74796 0.68211 -4.51673
H -0.86261 -0.05104 -3.08366
H -2.54946 1.59782 -0.88074
H -1.18519 0.54702 -1.28317
C -0.48287 3.52215 3.42817
O -1.32221 4.09066 4.15800
N -0.53677 2.27664 3.12427
N 0.67077 3.91511 2.98219
H -0.01409 1.76401 2.42849
H -1.27858 1.71228 3.51328
H 1.08087 4.83809 2.98038
H 1.20018 3.27014 2.41313
C 4.31181 3.45600 1.33222
O 4.11036 3.27333 2.52990
N 5.42395 3.72786 0.71525
N 3.37207 3.35456 0.45367
H 6.27482 3.67727 1.25706
H 5.28627 4.14044 -0.19631
H 3.50740 3.56198 -0.52549
H 2.67038 2.68771 0.74183
```

Summary:
* charge: +1
* maximum force: 0.1253 hartree/bohr
* 2S+1: 2
* LUMO (spin up / spin down): -5.427 / -9.004 eV
* frontier orbital gap (spin up / spin down): 0.2260 / 0.0945 hartree
* highest occupied orbital energy (spin up / spin down): -0.4254 / -0.4254 Eh

=====

# 4
ORCA calculation (ωB97M-V/def2-TZVPD) on a molecular structure, C8H27BLiNO2 at a distorted geometry.

Structure (XYZ):
```
40
Properties=species:S:1:pos:R:3
Li 0.63646 0.66374 0.32215
B 1.15849 2.58549 -0.42000
H 1.36390 3.60116 -0.72081
H 2.00124 2.22469 0.14907
H 0.27482 2.47038 0.18838
H 0.99368 1.98707 -1.30259
C -0.90455 -1.58312 -2.92154
C -0.14453 -0.70324 -1.96894
N -0.85554 -0.26783 -0.75426
C -1.41013 -1.40261 -0.01097
C -0.44928 -2.52506 0.36503
C -1.86792 0.78433 -1.06558
C -2.60173 1.28451 0.21382
H -1.74563 -1.06835 -3.38597
H -1.16404 -2.55529 -2.50242
H -0.21471 -1.73392 -3.75188
H 0.78935 -1.18738 -1.68334
H 0.22058 0.25127 -2.34802
H -1.76044 -1.03462 0.95338
H -2.21138 -1.85216 -0.59748
H 0.21842 -2.14974 1.14055
H -1.02128 -3.31376 0.85377
H 0.09494 -2.94689 -0.47994
H -2.59240 0.44785 -1.80721
H -1.30441 1.64270 -1.43131
H -1.92087 1.35987 1.06166
H -3.49246 0.70358 0.45302
H -3.06047 2.26231 0.06702
C 0.39127 1.91941 2.97881
O 0.26820 0.62316 2.41619
H -0.58974 2.38809 3.05667
H 0.90399 1.83757 3.93721
H 0.99112 2.50452 2.28172
H 0.20333 -0.01441 3.13096
C 3.19836 -1.49306 0.79979
O 2.39425 -0.45626 0.26266
H 3.48827 -2.19116 0.01449
H 4.09371 -1.07693 1.26162
H 2.66050 -1.91828 1.64713
H 2.96666 -0.06761 -0.40285
```

Summary:
* maximum force: 0.0860 hartree/bohr
* 2S+1: 1
* LUMO: 0.157 eV
* frontier orbital gap: 0.3420 hartree
* highest occupied orbital energy: -0.3362 Eh

=====

# 5
ORCA calculation (ωB97M-V/def2-TZVPD) on a molecular structure, C8H27InO7 at a distorted geometry.

Structure (XYZ):
```
43
Properties=species:S:1:pos:R:3
In 0.12650 -0.57747 0.57309
O 0.13800 -3.02800 1.99504
H 1.02131 -3.29354 2.28890
O 2.88211 0.00178 1.12148
H 3.15963 -0.15244 2.03491
O -1.41910 0.79827 -1.28784
H -0.62125 1.17372 -1.69035
C -0.14360 -4.23056 -3.16598
C -0.29556 -3.66738 -1.75560
O -0.24607 -2.24202 -1.78970
H 0.08914 -5.29453 -3.12613
H 0.73181 -3.77102 -3.62983
H -0.99356 -3.98291 -3.80219
H 0.58849 -3.92457 -1.17293
H -1.17321 -4.09510 -1.26879
H -0.94023 -1.89662 -2.36335
C 2.52325 0.97055 -3.95923
C 1.65239 0.10277 -3.09241
O 1.74267 0.39582 -1.70050
H 2.21847 2.01581 -3.89777
H 2.31012 0.68018 -4.99085
H 3.59226 0.83879 -3.79360
H 1.84774 -0.93942 -3.36468
H 0.58629 0.22687 -3.29490
H 2.69470 0.33060 -1.54629
C -3.52455 -0.40161 3.51127
C -2.35871 0.55810 3.51852
O -2.02430 0.72708 2.13822
H -3.88171 -0.61855 4.51990
H -3.22710 -1.35010 3.06284
H -4.35120 -0.02651 2.90621
H -1.42443 0.23847 3.98127
H -2.61248 1.47356 4.06164
H -2.80688 1.09776 1.71680
C 0.27010 3.97630 2.65883
C 0.23244 3.42463 1.22711
O 0.94666 2.19003 1.21350
H -0.30302 4.89212 2.82111
H 1.27648 4.29629 2.94224
H -0.05055 3.25382 3.40949
H 0.72352 4.15480 0.58038
H -0.79254 3.26307 0.90052
H 1.83598 2.41118 1.50963
```

Summary:
* maximum force: 0.0520 hartree/bohr
* 2S+1: 1
* LUMO: -3.117 eV
* frontier orbital gap: 0.2084 hartree
* highest occupied orbital energy: -0.3229 Eh

=====

# 6
ORCA calculation (ωB97M-V/def2-TZVPD) on 5 unconnected molecules or ions with the total composition C8H27O5 at a distorted geometry.

Structure (XYZ):
```
40
Properties=species:S:1:pos:R:3
O 0.12882 -1.61385 0.37947
H 0.66558 -0.83433 0.54020
H -0.07634 -1.71927 -0.55241
H -0.68944 -1.47972 0.86325
C 2.44781 3.89351 3.52344
C 2.79651 2.40609 3.43796
C 1.95296 1.52847 4.38724
O 2.51976 2.06025 2.09424
H 3.04530 4.49591 2.83917
H 2.74062 4.23236 4.51719
H 1.41172 4.16190 3.31711
H 3.87108 2.24241 3.51924
H 0.90485 1.78876 4.23954
H 2.22043 1.71007 5.42819
H 2.13878 0.47950 4.15649
H 2.92639 2.70539 1.51110
C -0.02005 -2.71484 -6.70025
C 0.66268 -2.88987 -5.36058
C 1.59993 -1.74956 -5.09134
O -0.28917 -2.88680 -4.33687
H -0.77452 -3.47792 -6.89151
H 0.78207 -2.91301 -7.41119
H -0.55754 -1.77485 -6.82528
H 1.12555 -3.87670 -5.35762
H 2.17782 -1.80584 -4.16886
H 1.09797 -0.78775 -5.19644
H 2.35784 -1.68795 -5.87229
H -1.06929 -3.36381 -4.62924
C -3.35262 -2.72103 4.41577
O -3.35819 -1.75732 3.37339
H -2.42730 -3.29370 4.35309
H -3.37733 -2.23220 5.38970
H -4.19877 -3.38698 4.24652
H -4.09184 -1.17729 3.58999
C -2.58880 3.21387 0.04856
O -2.19243 2.16907 -0.85860
H -1.92626 4.04781 -0.18315
H -3.59418 3.61013 -0.09385
H -2.55368 3.00026 1.11685
H -2.43674 2.39882 -1.75811
```

Summary:
* charge: +1
* maximum force: 0.0392 hartree/bohr
* 2S+1: 1
* LUMO: -4.469 eV
* frontier orbital gap: 0.2970 hartree
* highest occupied orbital energy: -0.4613 Eh